[1]
# C12H27AgN3NbO

C12H27AgN3NbO as an isolated structure in a non-equilibrium geometry (ωB97M-V/def2-TZVPD, the OMol25 dataset).

ORCA input file:
```
! wB97M-V def2-TZVPD RIJCOSX def2/J DEFGRID3
* xyz 2 1
N -0.37 1.69 -1.61
C -0.50 2.39 -2.60
O -0.33 3.27 -3.34
Ag 1.29 3.72 -1.00
Nb -0.45 1.15 0.49
N 1.49 0.55 0.90
N -1.64 -0.42 0.27
C 2.70 -0.09 0.34
C -2.08 -1.26 -0.89
C 3.90 0.28 1.17
C 2.49 -1.59 0.34
C 2.86 0.41 -1.07
C -3.10 -0.45 -1.63
C -2.66 -2.56 -0.40
C -0.87 -1.51 -1.75
H 4.01 1.35 1.25
H 4.79 -0.10 0.68
H 3.88 -0.15 2.17
H 2.28 -1.99 1.33
H 3.38 -2.08 -0.04
H 1.67 -1.89 -0.31
H 1.99 0.26 -1.70
H 3.69 -0.11 -1.54
H 3.09 1.48 -1.10
H -3.93 -0.14 -0.99
H -3.51 -1.03 -2.45
H -2.68 0.46 -2.06
H -3.59 -2.45 0.15
H -1.96 -3.12 0.20
H -2.90 -3.17 -1.26
H -1.19 -2.06 -2.63
H -0.15 -2.15 -1.23
H -0.38 -0.60 -2.08
C 1.28 0.42 2.38
H 0.27 0.80 2.67
H 1.39 -0.62 2.71
H 2.03 1.01 2.92
C -2.40 -0.52 1.55
H -2.05 0.22 2.27
H -3.46 -0.39 1.34
H -2.25 -1.51 1.98
C -1.37 2.90 1.05
H -2.21 2.61 1.68
H -1.76 3.48 0.22
H -0.69 3.53 1.61
*
```

Values from the calculation:
LUMO energy (alpha / beta)	-9.158 / -9.158	eV
E_tot	-24931.192	eV
strongest force on any atom	6.71	eV/Å

[2]
# C12H27B2BrO7

A 3-piece molecular cluster, C12H27B2BrO7 overall in a non-equilibrium geometry (ωB97M-V/def2-TZVPD, the OMol25 dataset).

ORCA input file:
```
! wB97M-V def2-TZVPD RIJCOSX def2/J DEFGRID3
* xyz 0 1
C -0.78 5.54 -1.16
B -0.87 4.00 -1.48
O -2.10 3.38 -1.50
B 0.59 3.13 -1.81
C 0.74 1.58 -1.83
C 2.04 1.09 -1.13
C 1.77 0.59 0.29
Br 2.88 1.53 1.60
H -0.34 6.00 -2.05
H -0.04 5.72 -0.37
H -1.73 6.01 -0.92
H -2.66 3.68 -0.78
H 1.58 3.75 -2.05
H 0.83 1.33 -2.89
H -0.13 1.06 -1.42
H 2.73 1.93 -1.08
H 2.53 0.31 -1.70
H 0.74 0.73 0.60
H 2.08 -0.45 0.37
C -3.77 0.21 6.00
C -2.68 -0.60 5.32
O -2.58 -0.30 3.92
C -1.95 0.83 3.62
O -1.44 1.59 4.41
O -1.96 0.98 2.30
C -1.35 2.19 1.84
H -4.72 0.07 5.48
H -3.88 -0.12 7.03
H -3.52 1.27 5.99
H -2.92 -1.67 5.35
H -1.72 -0.45 5.79
H -0.33 2.28 2.23
H -1.93 3.06 2.12
H -1.32 2.11 0.75
C 3.16 -5.10 -4.50
C 2.71 -5.67 -3.18
O 2.48 -4.65 -2.20
C 1.33 -3.99 -2.32
O 0.48 -4.19 -3.14
O 1.29 -3.06 -1.36
C 0.12 -2.23 -1.40
H 4.03 -4.47 -4.36
H 3.41 -5.91 -5.19
H 2.37 -4.50 -4.95
H 3.49 -6.30 -2.74
H 1.81 -6.28 -3.28
H -0.79 -2.82 -1.41
H 0.15 -1.58 -2.28
H 0.15 -1.62 -0.50
*
```

Values from the calculation:
LUMO energy	-0.412	eV
E_tot	-98610.093	eV
strongest force on any atom	1.10	eV/Å
SMILES	CB(O)BCCCBr.CCOC(=O)OC.CCOC(=O)OC

[3]
# C12H27Cl2InN

C12H27Cl2InN as an isolated structure (ωB97M-V/def2-TZVPD, the OMol25 dataset).

ORCA input file:
```
! wB97M-V def2-TZVPD RIJCOSX def2/J DEFGRID3
* xyz -1 1
C -2.58 0.13 0.62
C -2.23 -0.18 -0.83
C -2.79 -1.50 -1.40
C -1.92 -2.76 -1.30
C -1.97 -3.59 0.00
C -1.10 -3.15 1.20
C 0.19 -2.44 0.84
C 1.08 -2.10 2.05
C 1.26 -0.58 2.22
In 2.25 0.41 0.48
C 1.02 2.20 -0.08
C 1.13 2.63 -1.51
N 1.15 1.91 -2.55
H -3.65 -0.04 0.79
H -2.02 -0.48 1.32
H -2.38 1.17 0.85
H -1.14 -0.14 -0.97
H -2.63 0.63 -1.44
H -2.96 -1.33 -2.46
H -3.78 -1.70 -0.96
H -2.27 -3.44 -2.08
H -0.89 -2.51 -1.57
H -1.68 -4.61 -0.25
H -3.02 -3.65 0.32
H -1.68 -2.54 1.90
H -0.85 -4.05 1.78
H 0.74 -3.03 0.11
H -0.05 -1.51 0.33
H 0.64 -2.54 2.96
H 2.06 -2.57 1.92
H 0.26 -0.14 2.31
H 1.81 -0.36 3.14
H 2.17 -0.72 -0.91
H 3.95 0.84 0.78
H 1.35 3.03 0.55
H -0.03 2.02 0.17
H 1.21 3.71 -1.68
H 1.12 0.92 -2.28
C 3.75 6.32 -0.83
Cl 2.03 6.00 -0.63
Cl 4.08 7.87 -1.63
H 4.21 6.35 0.15
H 4.17 5.53 -1.43
*
```

Values from the calculation:
LUMO energy	2.578	eV
E_tot	-44589.600	eV
strongest force on any atom	0.33	eV/Å